No. 1
The following is a quantum chemistry calculation of a structure of composition C19H40NP3SYb at a distorted geometry, from the Open Molecules 2025 dataset.

```
65
C19H40NP3SYb ωB97M-V/def2-TZVPD
Yb -0.2302 -0.3997 1.2836
P 1.0951 -2.7179 0.1901
P 2.4565 -0.2138 2.4704
P -2.1760 -1.1722 -0.5877
H 1.3652 2.5203 0.4186
C 0.2737 2.4828 0.3591
C -0.5309 2.5590 1.4318
H -0.1424 2.7217 2.4429
C 2.1339 -2.2776 -1.2618
C 2.2950 -3.7240 1.1458
C 0.1092 -4.0960 -0.5152
C 2.4459 1.3845 3.3640
C 3.1205 -1.2669 3.8244
C 3.9857 -0.0137 1.4765
C -3.2178 0.3281 -0.4448
C -3.4845 -2.4467 -0.6367
C -1.5958 -1.1977 -2.3305
H -0.1433 2.4514 -0.6426
H -1.6243 2.5610 1.3426
H 2.5880 -3.1784 -1.6970
H 2.9199 -1.5760 -0.9573
H 1.5150 -1.7734 -2.0139
H 2.4899 -4.6628 0.6074
H 1.8556 -3.9484 2.1261
H 3.2370 -3.1885 1.3099
H 0.7814 -4.9244 -0.7816
H -0.4688 -3.7855 -1.3926
H -0.6011 -4.4363 0.2485
H 3.4833 1.6947 3.5550
H 1.9167 1.2504 4.3174
H 1.9207 2.1503 2.7771
H 4.1402 -0.9368 4.0719
H 3.1363 -2.3191 3.5136
H 2.4655 -1.1749 4.7025
H 4.7882 0.3329 2.1424
H 3.8081 0.7258 0.6843
H 4.2634 -0.9676 1.0068
H -3.9101 0.3907 -1.2947
H -2.6195 1.2512 -0.4068
H -3.7941 0.2654 0.4892
H -4.1047 -2.3223 -1.5367
H -4.1081 -2.3498 0.2642
H -3.0171 -3.4411 -0.6417
H -2.4553 -1.0780 -3.0039
H -1.1047 -2.1597 -2.5288
H -0.8616 -0.3996 -2.5189
C -1.9319 3.6054 -3.8350
C -1.5043 3.5828 -5.1744
C -1.3413 4.7823 -5.8643
C -1.6405 6.0010 -5.2352
C -2.2025 6.0069 -3.9492
C -2.3737 4.8061 -3.2536
S -1.8819 2.1371 -2.8892
H -0.7328 2.4094 -2.1714
H -1.2893 2.6210 -5.6298
H -0.9680 4.7732 -6.8869
H -1.4435 6.9519 -5.7405
H -2.5043 6.9486 -3.4748
H -2.8128 4.7636 -2.2527
C -0.2702 -2.9449 5.4191
C -0.3486 -2.2823 4.1412
N -0.4116 -1.7104 3.1226
H 0.5748 -3.6477 5.4456
H -1.1863 -3.5119 5.6277
H -0.1309 -2.2132 6.2275
```

HOMO energy (spin up / spin down) = -0.55325 / -0.55325 Eh
LUMO energy (spin up / spin down) = -10.0 / -11.4 eV
Multiplicity = 2
Energy above the lowest of the compared OMol25 structures with the same formula, charge and spin = 0.000 eV
Charge = +3
Kohn-Sham gap (spin up / spin down) = 5.062 / 3.608 eV

Mulliken atomic charge list, values in e, 2 entries: atom 1 (Yb): 0.363, atom 2 (P): 0.891

No. 2
The following is a quantum chemistry calculation of a cluster of 3 separate species, C22H46BN2O3 in total at a distorted geometry, from the Open Molecules 2025 dataset.

```
74
C22H46BN2O3 ωB97M-V/def2-TZVPD
C -2.2973 1.9220 0.9032
C -3.5171 2.3584 1.2685
B -4.4984 1.3383 2.1713
O -4.2038 1.6424 3.5836
C -2.9212 1.2992 4.0185
C -2.6617 -0.2071 4.1746
H -2.1260 1.1725 0.1058
H -1.4420 2.3401 1.4364
H -3.8084 3.3843 1.0618
H -5.6492 1.6630 1.9153
H -4.3488 0.1671 1.8800
H -2.7974 1.7538 5.0033
H -2.1345 1.7465 3.4015
H -1.6893 -0.4710 3.7667
H -3.4555 -0.8070 3.7496
H -2.6096 -0.4504 5.2349
C 5.0788 0.3343 1.7971
C 3.6517 -0.0886 1.4073
C 3.2500 0.5812 0.0926
C 2.9741 2.0767 0.2426
C 1.9287 2.3203 1.3291
C 2.2756 1.6694 2.6697
N 2.6787 0.2392 2.4951
O 1.6321 -0.5053 2.3873
C 3.3904 2.4722 3.3671
C 1.0659 1.7434 3.5879
C 3.7100 -1.5978 1.2136
H 5.7861 -0.0763 1.0763
H 5.2383 1.4092 1.7990
H 5.3421 -0.0540 2.7822
H 2.3523 0.0947 -0.3005
H 4.0399 0.4168 -0.6434
H 3.8975 2.6197 0.4665
H 2.6089 2.4742 -0.7057
H 1.7882 3.3928 1.4847
H 0.9698 1.9265 0.9775
H 3.8175 1.9044 4.1950
H 2.9769 3.3946 3.7749
H 4.1961 2.7715 2.7006
H 0.1898 1.2907 3.1286
H 0.8222 2.7857 3.7962
H 1.2510 1.2430 4.5397
H 3.9388 -2.1052 2.1521
H 4.4950 -1.8332 0.4949
H 2.7756 -1.9971 0.8267
C -3.1894 -2.5376 -3.8510
C -2.4908 -1.1892 -3.5872
C -1.7184 -0.7668 -4.8454
C -0.4511 -1.5874 -5.0629
C 0.4159 -1.5338 -3.8085
C -0.3418 -1.9369 -2.5333
N -1.6467 -1.2608 -2.3796
O -1.3893 0.0564 -1.9657
C -0.5146 -3.4706 -2.5154
C 0.5326 -1.6095 -1.3291
C -3.6172 -0.1926 -3.3485
H -3.9580 -2.4140 -4.6193
H -2.5253 -3.3185 -4.2141
H -3.6750 -2.8937 -2.9421
H -1.4416 0.2875 -4.7559
H -2.3715 -0.8449 -5.7224
H -0.6967 -2.6222 -5.3244
H 0.1076 -1.1841 -5.9134
H 1.2943 -2.1786 -3.9320
H 0.7922 -0.5133 -3.6904
H -1.2330 -3.7589 -1.7479
H 0.4386 -3.9542 -2.2848
H -0.8374 -3.8870 -3.4682
H 0.7980 -0.5556 -1.3059
H 1.4574 -2.1950 -1.3787
H 0.0180 -1.8543 -0.3985
H -4.1629 -0.4383 -2.4359
H -4.3171 -0.2228 -4.1903
H -3.2385 0.8218 -3.2591
```

HOMO energy (spin up / spin down) = -0.08495 / -0.08616 Eh
LUMO energy (spin up / spin down) = 2.4 / 1.9 eV
Multiplicity = 3
Charge = -1
Kohn-Sham gap (spin up / spin down) = 4.689 / 4.221 eV

Mulliken atomic charge list, values in e, 2 entries: atom 1 (C): -0.642, atom 2 (C): -0.315

no.,total energy (a.u.)
1,-3382.68694
2,-1225.71439